No. 1
The following is a DFT calculation (the ωB97M-V functional and the def2-TZVPD basis) of C6H8N2O4 in the gas phase in a non-equilibrium geometry.

XYZ file:
```
20
C6H8N2O4, DFT the ωB97M-V functional and the def2-TZVPD basis
C 2.77 -0.20 0.38
N 1.38 -0.33 -0.05
C 1.10 -1.72 -0.51
C -0.13 -2.14 -0.73
O -1.19 -2.45 -1.03
C 0.55 0.74 -0.03
O 1.03 1.84 0.02
N -0.85 0.51 0.09
C -1.39 -0.24 1.04
O -2.52 -0.18 1.43
C -1.69 1.59 -0.47
O -2.82 1.14 -1.11
H 2.73 0.84 0.80
H 2.88 -0.92 1.27
H 3.32 -0.48 -0.57
H 1.89 -2.29 -0.75
H -0.68 -0.79 1.70
H -1.00 2.10 -1.31
H -1.94 2.24 0.35
H -3.46 0.73 -0.52
```

SMILES: CN(C=C=O)C(=O)N(C=O)CO
Electronic energy: -17519.55563 eV
LUMO energy: 0.31 eV
Spin multiplicity: 1
Energy above the lowest of the compared OMol25 structures with the same formula, charge and spin: 373.2 kJ/mol
Total charge: 0
Frontier orbital gap: 9.15 eV

***

No. 2
The following is a DFT calculation (the ωB97M-V functional and the def2-TZVPD basis) of 9 unconnected molecules or ions with the total composition C33H52N2O15 in a non-equilibrium geometry.

XYZ file:
```
102
C33H52N2O15, DFT the ωB97M-V functional and the def2-TZVPD basis
C 17.15 9.40 19.95
C 15.67 9.61 19.98
C 15.10 10.11 21.36
O 14.12 11.10 21.04
C 14.20 11.37 19.72
O 13.49 12.14 19.21
O 15.19 10.67 19.15
H 17.60 10.32 20.34
H 17.35 9.15 18.91
H 17.39 8.60 20.64
H 15.17 8.74 19.75
H 15.80 10.71 22.03
H 14.58 9.25 21.82
C 13.08 10.30 16.19
C 12.16 9.70 17.23
C 11.43 8.40 16.84
O 11.15 7.83 18.15
C 12.03 8.36 19.08
O 12.13 8.06 20.21
O 12.86 9.24 18.43
H 13.73 9.54 15.69
H 13.67 11.15 16.54
H 12.44 10.67 15.30
H 11.45 10.56 17.51
H 11.97 7.74 16.17
H 10.47 8.68 16.42
C 17.01 9.27 11.41
C 16.84 10.69 10.92
C 18.09 11.10 10.12
O 17.54 11.35 8.85
C 16.26 11.09 8.74
O 15.58 11.31 7.84
O 15.86 10.55 9.86
H 16.09 8.79 11.75
H 17.80 9.29 12.19
H 17.25 8.67 10.52
H 16.42 11.40 11.58
H 18.91 10.38 10.05
H 18.51 11.99 10.55
C 17.18 16.87 10.49
C 15.89 15.96 10.42
C 16.12 14.59 9.82
O 16.65 13.83 10.91
C 16.22 14.37 12.07
O 16.38 13.83 13.11
O 15.63 15.57 11.80
H 18.02 16.44 10.97
H 17.02 17.86 10.96
H 17.49 17.09 9.48
H 14.97 16.42 9.97
H 16.90 14.60 9.08
H 15.16 14.14 9.58
C 12.31 13.13 11.18
C 13.35 12.71 12.13
C 13.24 11.37 12.33
N 12.17 10.96 11.54
C 11.62 11.96 10.83
H 12.18 14.02 10.59
H 14.11 13.24 12.64
H 13.75 10.63 12.90
H 11.84 10.02 11.54
H 10.72 11.96 10.17
C 9.50 12.05 15.76
C 10.60 12.89 16.09
C 11.05 13.42 14.91
N 10.28 12.97 13.90
C 9.33 12.14 14.39
H 8.74 11.58 16.35
H 10.97 12.97 17.10
H 11.84 14.10 14.55
H 10.50 13.05 12.89
H 8.63 11.73 13.70
C 19.00 11.46 14.83
C 18.04 10.96 15.90
C 16.75 11.73 16.09
O 18.33 10.04 16.60
H 18.46 11.86 14.02
H 19.76 10.71 14.52
H 19.56 12.31 15.31
H 17.02 12.78 16.33
H 16.17 11.33 16.86
H 16.13 11.94 15.14
C 9.03 16.25 13.15
C 7.86 15.37 13.72
C 7.58 15.55 15.18
O 7.24 14.64 13.00
H 9.06 16.06 12.12
H 9.92 15.86 13.58
H 8.84 17.25 13.48
H 8.40 15.81 15.78
H 6.97 14.72 15.53
H 6.97 16.50 15.13
C 6.86 12.60 10.64
C 7.24 11.20 11.07
C 6.32 10.62 12.18
O 8.20 10.62 10.58
H 6.82 13.19 11.64
H 5.95 12.63 10.14
H 7.61 13.11 10.01
H 6.17 9.58 12.03
H 5.39 11.20 12.04
H 6.73 10.98 13.12
```

SMILES: C[C@H]1COC(=O)O1.C[C@H]1COC(=O)O1.C[C@H]1COC(=O)O1.C[C@H]1COC(=O)O1.c1cc[nH]c1.c1cc[nH]c1.CC(C)=O.CC(C)=O.CC(C)=O
Electronic energy: -68755.74234 eV
LUMO energy: 0.41 eV
Spin multiplicity: 1
Energy above the lowest of the compared OMol25 structures with the same formula, charge and spin: 0.0 kJ/mol
Total charge: 0
Frontier orbital gap: 8.70 eV

***

No. 3
The following is a DFT calculation (the ωB97M-V functional and the def2-TZVPD basis) of a molecular structure, C36H34AlGeN5S in a non-equilibrium geometry.

XYZ file:
```
78
C36H34AlGeN5S, DFT the ωB97M-V functional and the def2-TZVPD basis
Al 0.82 0.52 0.35
C -0.83 6.05 -0.36
C 0.71 5.92 -0.12
N 1.16 4.82 0.65
C 1.06 3.53 0.32
S 0.99 2.36 1.64
N 1.07 3.18 -0.99
N 1.02 1.85 -1.15
C 0.97 1.44 -2.38
C 1.04 2.41 -3.50
C 0.96 -0.07 -2.55
C 0.97 -0.78 -3.70
C 1.04 -2.17 -3.69
C 1.10 -2.82 -2.40
C 1.12 -1.98 -1.32
N 1.00 -0.69 -1.38
H -1.05 6.85 -1.05
H -1.38 6.26 0.59
H -1.29 5.09 -0.79
H 0.94 6.86 0.40
H 1.18 5.89 -1.14
H 1.24 4.95 1.62
H 1.61 3.31 -3.37
H 0.01 2.55 -3.90
H 1.53 1.87 -4.32
H 0.88 -0.31 -4.68
H 1.14 -2.87 -4.53
H 1.16 -3.93 -2.21
H 1.25 -2.30 -0.30
N 2.98 0.17 0.82
C 3.95 0.48 1.34
C 5.18 0.54 2.08
C 5.53 -0.56 2.89
C 6.79 -0.58 3.44
C 7.69 0.46 3.19
C 7.40 1.53 2.32
C 6.12 1.56 1.82
H 4.81 -1.34 2.98
H 7.09 -1.43 4.02
H 8.61 0.40 3.73
H 8.14 2.29 2.12
H 5.83 2.42 1.20
C -0.49 -0.47 1.15
Ge -2.05 -1.25 0.54
C -3.21 -1.77 2.08
C -4.60 -1.72 2.04
C -5.29 -2.01 3.22
C -4.60 -2.33 4.39
C -3.21 -2.37 4.42
C -2.52 -2.13 3.24
C -1.52 -2.95 -0.32
C -0.80 -3.76 0.56
C -0.42 -5.06 0.19
C -0.73 -5.49 -1.11
C -1.47 -4.71 -1.99
C -1.86 -3.44 -1.56
C -3.18 -0.12 -0.72
C -4.17 -0.55 -1.57
C -4.76 0.31 -2.54
C -4.33 1.64 -2.66
C -3.28 2.09 -1.83
C -2.74 1.22 -0.88
H -0.76 0.32 1.85
H -5.17 -1.47 1.13
H -6.36 -1.91 3.23
H -5.11 -2.69 5.30
H -2.70 -2.77 5.29
H -1.42 -2.02 3.26
H -0.45 -3.38 1.53
H 0.04 -5.78 0.85
H -0.44 -6.52 -1.39
H -1.87 -5.25 -2.88
H -2.48 -2.77 -2.16
H -4.39 -1.59 -1.56
H -5.64 -0.02 -3.07
H -4.83 2.33 -3.32
H -2.82 3.09 -2.11
H -1.91 1.58 -0.27
```

Electronic energy: -119281.22171 eV
LUMO energy (alpha / beta): -0.51 / -0.51 eV
Spin multiplicity: 1
Total charge: 0
Frontier orbital gap (alpha / beta): 5.31 / 5.31 eV